Entry 1:
Computed, not measured: a structure of composition C6H12FHfO2 in a non-equilibrium geometry, with wB97M-V/def2-TZVPD.

The geometry in ORCA input format:
```
! RIJCOSX wB97M-V def2-TZVPD def2/J DEFGRID3
* xyz 3 1
H 1.8395 -1.3845 -0.4933
H -2.4841 -1.1609 0.3663
H 3.5379 1.7304 2.0556
C -2.8698 -1.3765 -0.6302
H 3.6066 -0.9796 -0.3635
H 2.4640 0.0160 -1.1301
C 3.7005 1.1844 1.1264
F -0.1652 -1.7212 1.5847
H 3.7815 1.9878 0.3943
H 4.6637 0.6754 1.1644
C 2.4920 0.3434 0.8885
H -3.9141 -1.6868 -0.5954
H -2.2241 -2.2075 -0.9138
H -4.3698 1.1463 -1.3653
C 2.5822 -0.6232 -0.2551
O -2.2248 -0.2840 -2.6371
H -3.1493 1.0107 -0.0297
Hf -0.0907 -0.1154 3.2595
C -3.3127 1.1405 -1.0995
O 1.5517 0.5014 1.6577
C -2.6988 -0.1798 -1.5357
H -2.7160 1.9832 -1.4486
*
```

## Properties
- E_tot (eV) = -14495.1363
- highest occupied orbital energy (eV) = -19.863
- Kohn-Sham gap (eV) = 2.520
- F_max (eV/A) = 8.5

Entry 2:
Computed, not measured: the molecule C3H3ClF2 in a non-equilibrium geometry, with wB97M-V/def2-TZVPD.

The geometry in ORCA input format:
```
! RIJCOSX wB97M-V def2-TZVPD def2/J DEFGRID3
* xyz 0 1
H 0.6403 1.5453 0.5672
F -1.2439 -0.8176 -0.9900
C -0.9021 0.0807 -0.0267
Cl 1.9172 -0.1439 -0.3081
C 0.4762 0.5511 0.3827
H 0.1496 -1.5364 1.3842
H -0.5575 -0.0811 2.1873
C -0.2605 -0.4614 1.2187
F -1.9458 0.9837 0.0624
*
```

## Properties
- E_tot (eV) = -21115.3779
- highest occupied orbital energy (eV) = -10.659
- Kohn-Sham gap (eV) = 11.580
- F_max (eV/A) = 3.6

Entry 3:
Computed, not measured: a structure of composition C20H33AlBr2ClO9S in a non-equilibrium geometry, with wB97M-V/def2-TZVPD.

The geometry in ORCA input format:
```
! RIJCOSX wB97M-V def2-TZVPD def2/J DEFGRID3
* xyz -1 1
H -0.1502 4.9555 0.0388
C -3.5954 -8.1660 0.2086
H -0.3168 5.3122 2.2261
H 2.0082 4.7293 -1.9398
H -0.5770 -4.0367 0.8112
O 0.3267 -2.3022 0.1583
C 2.3453 1.0811 -1.0874
C 1.3078 6.9036 -1.2867
C -1.4615 1.7050 0.9854
O 4.5754 1.7855 -3.2249
O 1.9890 6.0884 -0.3434
O 0.2689 7.4990 -0.9219
H -0.0656 3.8656 -1.4176
O 5.5540 2.0172 -0.8439
H -1.4181 -2.5359 1.2542
Br -1.3434 1.3059 -1.9832
H 1.0818 -0.0448 0.3858
C -0.8641 -3.0412 0.4621
C -3.6506 0.6294 -0.1328
H -0.2018 -4.1171 -2.0910
H 2.7731 2.1059 -1.3292
H 0.3239 6.1628 3.7065
H 2.7878 4.0947 -0.4124
C 1.8954 4.6912 -0.7863
C -2.1742 1.2420 -0.1567
C -1.6420 -3.0864 -0.8317
H -2.2362 -2.1732 -0.9393
H 0.0670 2.9171 3.5777
H 3.9167 -0.2541 -0.0223
C 0.4582 4.0833 -0.4117
H -4.2596 0.9128 0.7807
Cl 3.3169 4.5800 2.3582
C -0.5426 -3.1018 -1.8727
H 1.1925 6.4811 2.1343
H -4.9153 -6.9281 1.4118
Al 0.4637 2.5223 0.9000
H 1.7774 4.4989 4.2183
C 1.6241 4.4101 3.0780
H -4.1963 1.1045 -1.0336
C 3.6330 0.0718 -1.0836
H -2.7013 -8.7605 0.4208
H -3.5411 -7.6494 2.3135
O 1.5389 -1.8876 -1.7077
C 0.9439 2.9846 2.8344
H -3.6705 -0.5024 -0.3516
H 1.6829 0.7011 -1.9478
C -3.0333 -6.0248 0.9959
H 1.7065 2.1996 3.2115
H -4.4161 -8.8551 0.0030
H 1.6402 7.0099 -2.3704
O -2.7267 -5.1293 1.7384
O 6.1887 0.0166 -2.2475
C 0.5615 -2.3521 -1.1775
O -2.7035 -6.0696 -0.3244
H -2.6411 -7.6443 -1.6696
S 5.1049 0.9675 -1.8346
H 4.6726 2.7519 -3.0400
H 2.5007 0.8814 1.1437
H -2.3186 -3.9364 -0.8963
Br -2.3854 1.5068 2.7666
C -3.8649 -7.2243 1.3640
H -4.2334 -6.8897 -1.4352
H -0.8469 -2.5925 -2.7870
C 0.6547 5.6652 2.7180
H 3.4589 -0.8692 -1.6922
C 1.6702 0.9468 0.3585
C -3.3180 -7.2126 -0.9306
*
```

## Properties
- E_tot (eV) = -209741.3660
- highest occupied orbital energy (eV) = -5.260
- Kohn-Sham gap (eV) = 6.919
- F_max (eV/A) = 4.3